Here is a molecular structure, C12H25AgN3O3V from the OMol25 dataset. Energies are from ωB97M-V/def2-TZVPD.

Computed properties:
* total charge: +2
* energy relative to the best compared isomer or geometry (same formula, charge and spin): 0.0 kJ/mol

Each line ends with the Löwdin charge.
Positions of all 45 atoms, in Å:
N -0.378 1.199 -1.510  -0.091
C -0.613 2.326 -2.057  -0.262
O -0.958 2.998 -2.967  0.241
Ag -0.718 -0.413 -3.044  0.900
V 0.086 -0.323 -0.457  0.950
N 1.891 -0.523 -0.612  -0.113
N -1.094 -1.651 -0.281  -0.161
C 2.795 0.397 -1.371  -0.591
C -2.528 -1.585 0.179  -0.586
C 2.406 0.322 -2.849  -0.042
C 4.259 -0.056 -1.263  -0.023
C 2.679 1.826 -0.831  -0.012
C -3.296 -2.834 -0.302  -0.031
C -2.618 -1.506 1.713  -0.002
C -3.227 -0.371 -0.459  -0.040
H 2.403 -0.719 -3.182  0.096
H 3.113 0.881 -3.451  0.112
H 1.427 0.749 -3.066  0.026
H 4.626 -0.002 -0.226  0.101
H 4.878 0.602 -1.873  0.108
H 4.356 -1.082 -1.670  0.111
H 1.722 2.292 -1.023  0.043
H 3.429 2.452 -1.314  0.113
H 2.893 1.867 0.240  0.110
H -3.142 -2.971 -1.371  0.093
H -4.357 -2.692 -0.082  0.112
H -2.956 -3.726 0.244  0.100
H -2.204 -2.418 2.179  0.104
H -3.688 -1.480 1.990  0.119
H -2.141 -0.619 2.132  0.080
H -2.804 0.587 -0.123  0.082
H -4.298 -0.396 -0.196  0.116
H -3.154 -0.409 -1.558  0.069
C -0.462 -2.954 -0.354  -0.085
H 0.488 -2.914 -0.909  0.082
H -0.235 -3.278 0.675  0.124
H -1.108 -3.706 -0.793  0.098
C 2.445 -1.546 0.331  -0.041
H 3.315 -1.159 0.856  0.103
H 1.686 -1.779 1.108  0.099
H 2.741 -2.491 -0.173  0.122
O -0.726 2.448 2.433  0.143
C -0.225 1.909 1.482  -0.438
O -0.237 0.622 1.201  -0.153
H 0.300 2.472 0.696  0.112

---

Here is a gas-phase ion, C5H9N2 (charge +1) from the OMol25 dataset. Energies are from ωB97M-V/def2-TZVPD.

Computed properties:
* total charge: +1
* SMILES: CC#CCNC=[NH2+]
* energy relative to the best compared isomer or geometry (same formula, charge and spin): 338.2 kJ/mol

Each line ends with the Löwdin charge.
Positions of all 16 atoms, in Å:
C -0.479 0.246 -1.249  -0.010
C 0.420 0.937 -1.595  -0.127
C -0.165 -0.588 1.729  -0.123
C -1.535 -0.306 -0.323  -0.124
C 1.410 1.589 -2.389  -0.086
N -0.973 -1.074 0.838  0.080
N 0.257 -1.227 2.856  0.174
H -0.007 0.516 1.756  0.183
H -2.052 0.654 0.013  0.155
H -2.236 -0.936 -0.840  0.115
H 2.364 1.157 -1.912  0.118
H 1.406 2.635 -2.160  0.074
H 1.327 1.327 -3.485  0.120
H -1.106 -2.064 0.687  0.170
H 1.139 -0.667 3.150  0.182
H 0.229 -2.199 2.923  0.099

---

Here is a molecular structure, C16H26N5O4RuS5 from the OMol25 dataset. Energies are from ωB97M-V/def2-TZVPD.

Computed properties:
* <S²>: 8.789
* total charge: +2
* 2S+1: 6
* energy relative to the best compared isomer or geometry (same formula, charge and spin): 0.0 kJ/mol

Each line ends with the Löwdin charge.
Positions of all 57 atoms, in Å:
Ru 0.644 -0.306 0.267  0.678
C 1.145 -0.833 3.820  -0.481
C 1.394 0.677 3.766  -0.496
S 0.919 1.543 2.239  0.839
C -0.760 2.092 2.615  -0.505
C -1.804 0.986 2.662  -0.481
S -1.918 0.246 1.024  0.846
C -2.617 -1.376 1.388  -0.486
C -2.587 -2.212 0.115  -0.482
S -0.984 -2.245 -0.728  0.935
C -0.110 -3.734 -0.042  -0.570
C 1.087 -3.123 2.071  -0.525
S 1.975 -1.525 2.381  0.953
H 0.089 -1.083 3.768  0.059
H 1.560 -1.232 4.745  0.099
H 2.454 0.895 3.895  0.082
H 0.876 1.172 4.589  0.099
H -0.994 2.827 1.843  0.082
H -0.729 2.631 3.562  0.098
H -2.772 1.403 2.940  0.102
H -1.548 0.213 3.385  0.074
H -3.648 -1.252 1.722  0.103
H -2.027 -1.834 2.178  0.059
H -3.275 -1.808 -0.628  0.086
H -2.911 -3.234 0.314  0.103
H 0.552 -4.191 -1.818  0.097
H -0.764 -4.220 0.671  0.128
H 1.654 -3.909 2.566  0.130
H -0.278 -3.757 3.288  0.138
N 3.140 -0.122 -0.634  0.005
N 3.648 -1.397 -0.915  0.014
C 2.938 -2.468 -0.491  -0.450
N 3.524 -3.663 -0.485  0.224
N 1.689 -2.255 -0.114  -0.186
N 1.119 -3.328 0.604  -0.175
O 0.119 -4.635 -1.076  -0.010
O -0.217 -3.120 2.565  -0.051
H 3.012 0.399 -1.495  0.066
H 3.775 0.377 -0.019  0.112
H 4.588 -1.498 -1.265  0.165
H 4.494 -3.793 -0.718  0.133
H 2.958 -4.467 -0.262  0.124
O -2.321 5.633 -5.889  0.147
C -2.284 5.595 -4.543  -0.471
O -2.814 6.437 -3.886  0.162
C -1.627 4.402 -3.894  -0.095
C -0.523 3.751 -4.440  0.002
C 0.081 2.713 -3.757  -0.077
C -0.437 2.316 -2.512  -0.632
S 0.313 1.029 -1.658  0.713
C -1.559 2.973 -1.968  -0.076
C -2.139 4.013 -2.655  0.016
H -2.001 4.806 -6.272  0.112
H -0.106 4.074 -5.386  0.132
H 0.945 2.209 -4.169  0.111
H -1.955 2.654 -1.013  0.087
H -2.983 4.554 -2.249  0.136

---

Here is a molecular structure, C35H35BrMgN5O4P2 from the OMol25 dataset. Energies are from ωB97M-V/def2-TZVPD.

Computed properties:
* total charge: +1
* energy relative to the best compared isomer or geometry (same formula, charge and spin): 0.0 kJ/mol

Each line ends with the Löwdin charge.
Positions of all 83 atoms, in Å:
Mg -0.604 0.471 0.752  0.510
C 2.841 -1.733 0.836  -0.281
C 3.078 -0.352 1.464  -0.322
P 2.048 1.006 0.755  1.033
C 2.850 1.246 -0.859  -0.373
C 2.115 1.105 -2.031  -0.095
C 2.744 1.201 -3.268  -0.067
C 4.104 1.447 -3.340  -0.067
C 4.845 1.604 -2.173  -0.062
C 4.222 1.501 -0.942  -0.098
C 2.498 2.451 1.761  -0.371
C 2.970 3.639 1.210  -0.106
C 3.204 4.744 2.017  -0.074
C 2.963 4.676 3.381  -0.075
C 2.483 3.498 3.937  -0.072
C 2.247 2.395 3.131  -0.098
C 1.742 -2.559 1.512  -0.320
P 0.037 -2.091 1.019  1.047
C -1.049 -2.855 2.262  -0.358
C -2.333 -3.245 1.884  -0.098
C -3.232 -3.715 2.829  -0.062
C -2.861 -3.795 4.163  -0.072
C -1.591 -3.396 4.550  -0.073
C -0.691 -2.923 3.606  -0.090
C -0.242 -2.993 -0.527  -0.358
C -0.115 -2.285 -1.720  -0.098
C -0.300 -2.916 -2.943  -0.064
C -0.610 -4.265 -2.977  -0.066
C -0.718 -4.987 -1.793  -0.062
C -0.528 -4.357 -0.574  -0.081
H 3.772 -2.297 0.916  0.115
H 2.656 -1.641 -0.240  0.100
H 4.116 -0.047 1.318  0.082
H 2.922 -0.389 2.545  0.083
H 1.046 0.932 -1.987  0.067
H 2.166 1.080 -4.175  0.108
H 4.594 1.518 -4.302  0.110
H 5.907 1.804 -2.223  0.111
H 4.808 1.629 -0.039  0.111
H 3.168 3.704 0.147  0.098
H 3.584 5.657 1.576  0.108
H 3.149 5.536 4.009  0.108
H 2.288 3.436 4.999  0.109
H 1.853 1.491 3.583  0.103
H 1.828 -2.459 2.596  0.071
H 1.867 -3.621 1.287  0.098
H -2.633 -3.173 0.848  0.057
H -4.224 -4.017 2.521  0.110
H -3.561 -4.167 4.900  0.108
H -1.297 -3.450 5.590  0.108
H 0.288 -2.607 3.940  0.094
H 0.133 -1.230 -1.703  0.081
H -0.209 -2.350 -3.861  0.111
H -0.765 -4.762 -3.926  0.109
H -0.954 -6.042 -1.822  0.110
H -0.627 -4.924 0.343  0.114
N -0.149 3.596 -0.286  0.075
N -1.461 3.978 0.001  0.010
C -2.195 3.285 0.877  -0.363
N -3.475 3.603 1.023  0.228
N -1.520 2.307 1.521  0.111
N -2.205 1.482 2.383  -0.405
O -1.481 0.520 2.703  -0.016
O -3.336 1.609 2.757  0.125
H 0.434 4.420 -0.331  0.102
H -0.133 3.051 -1.143  0.073
H -1.937 4.631 -0.607  0.161
H -3.882 4.348 0.485  0.131
H -4.034 3.094 1.691  0.105
Br -4.318 -2.141 -1.349  0.853
C -3.669 -0.984 -2.694  -0.584
C -4.203 -1.206 -3.958  -0.129
C -3.803 -0.437 -5.037  -0.061
C -2.857 0.564 -4.865  -0.065
C -2.325 0.778 -3.609  -0.020
C -2.717 0.019 -2.502  -0.157
C -2.035 0.328 -1.213  -0.596
O -2.373 -0.195 -0.120  -0.088
O -1.038 1.127 -1.228  -0.130
H -4.934 -1.990 -4.091  0.098
H -4.233 -0.626 -6.011  0.113
H -2.537 1.168 -5.703  0.108
H -1.575 1.541 -3.454  0.113

---

Here is a single C4H4N2OS molecule from the OMol25 dataset. Energies are from ωB97M-V/def2-TZVPD.

Computed properties:
* total charge: 0
* SMILES: [H]/N=c1/[nH]c(C=S)co1
* energy relative to the best compared isomer or geometry (same formula, charge and spin): 337.9 kJ/mol

Each line ends with the Löwdin charge.
Positions of all 12 atoms, in Å:
C 1.379 -0.652 0.088  -0.392
C -0.749 0.291 0.082  -0.364
C -2.135 0.322 -0.223  -0.643
C 0.134 1.221 0.071  -0.137
H 3.283 -0.850 -0.293  0.070
H -0.238 -1.903 0.037  0.232
H -2.295 1.479 -0.520  0.116
H 0.177 2.364 0.548  0.222
N 2.416 -1.478 -0.197  0.091
N 0.063 -0.866 0.421  0.120
O 1.363 0.785 -0.031  0.046
S -3.398 -0.712 0.016  0.640

---

> Look up the energy relative to the best compared isomer or geometry (same formula, charge and spin) of the second one.

338.2 kJ/mol